Density functional theory data (wB97M-V/def2-TZVPD) for a cluster of 8 separate species, C41H67ClF5N5O17P in total in a non-equilibrium geometry.

The value obtained for the total energy is -121245.4844 eV. As for the HOMO energy: -10.827 eV. The charge is +1. As for the LUMO energy: -4.8 eV.

Geometry (Å):
C1 -1.166 2.085 0.744
C2 -1.560 0.495 0.683
O1 -0.763 -0.359 1.364
N1 -2.753 -0.112 -0.022
C3 -4.040 0.094 0.749
C4 -2.864 0.321 -1.468
C5 -2.270 -0.921 -2.381
C6 -0.918 -0.461 -3.190
C7 0.327 -1.530 -2.880
N2 1.681 -1.025 -3.296
C8 2.741 -2.084 -3.388
N3 3.236 -2.435 -4.807
C9 2.293 -3.497 -5.369
C10 2.411 -4.959 -4.626
C11 1.173 -5.281 -3.592
C12 1.385 -6.611 -2.657
F1 2.660 -7.352 -2.982
F2 0.288 -7.616 -2.908
C13 1.386 -6.335 -1.041
F3 2.755 -5.993 -0.510
F4 0.363 -5.328 -0.594
F5 0.993 -7.614 -0.342
N4 3.311 -2.801 -2.368
Cl1 2.811 -2.547 -0.738
P1 2.191 0.463 -2.484
N5 3.809 0.586 -2.234
O2 1.743 1.863 -3.466
O3 1.418 0.579 -0.920
H1 -0.333 2.249 1.580
H2 -0.650 2.387 -0.274
H3 -2.121 2.740 0.997
H4 -3.835 0.614 1.800
H5 -4.843 0.752 0.208
H6 -4.477 -0.970 0.995
H7 -2.348 1.358 -1.682
H8 -3.996 0.445 -1.780
H9 -3.098 -1.229 -3.154
H10 -1.984 -1.803 -1.666
H11 -0.666 0.641 -2.886
H12 -1.164 -0.470 -4.357
H13 0.244 -1.918 -1.778
H14 0.087 -2.471 -3.574
H15 3.024 -1.550 -5.354
H16 2.616 -3.675 -6.500
H17 1.166 -3.165 -5.391
H18 3.486 -5.114 -4.154
H19 2.334 -5.776 -5.491
H20 0.204 -5.484 -4.258
H21 0.919 -4.370 -2.902
H22 4.053 -3.512 -2.593
H23 4.122 1.442 -2.753
H24 2.015 2.655 -2.879
H25 1.957 0.119 -0.211
O4 -4.976 2.408 1.169
C14 -6.069 2.354 1.707
O5 -7.244 2.142 1.045
C15 -8.327 2.249 1.967
C16 -7.721 1.999 3.324
C17 -6.328 2.554 3.170
H26 -8.759 3.252 1.884
H27 -9.095 1.510 1.721
H28 -8.287 2.457 4.139
H29 -7.668 0.920 3.513
H30 -6.288 3.623 3.397
H31 -5.607 2.001 3.777
O6 2.861 -1.580 7.192
C18 2.242 -1.538 6.142
O7 0.936 -1.153 6.033
C19 0.507 -1.329 4.684
C20 1.769 -1.326 3.861
C21 2.777 -1.940 4.801
H32 -0.035 -2.277 4.610
H33 -0.165 -0.513 4.401
H34 1.668 -1.865 2.916
H35 2.061 -0.294 3.633
H36 2.785 -3.031 4.732
H37 3.777 -1.533 4.637
O8 -2.976 2.796 8.280
C22 -2.020 2.040 8.327
O9 -0.764 2.359 7.895
C23 0.073 1.209 7.999
C24 -0.591 0.324 9.021
C25 -2.055 0.624 8.817
H38 0.135 0.732 7.014
H39 1.077 1.510 8.310
H40 -0.341 -0.734 8.903
H41 -0.290 0.632 10.030
H42 -2.497 -0.011 8.044
H43 -2.615 0.544 9.752
O10 -9.608 -1.165 2.133
C26 -10.228 -1.122 1.083
O11 -11.533 -0.738 0.975
C27 -11.962 -0.913 -0.375
C28 -10.700 -0.911 -1.197
C29 -9.693 -1.524 -0.258
H44 -12.504 -1.862 -0.448
H45 -12.635 -0.098 -0.657
H46 -10.801 -1.450 -2.143
H47 -10.408 0.121 -1.425
H48 -9.684 -2.616 -0.327
H49 -8.692 -1.118 -0.421
O12 5.169 -0.057 -6.633
C30 5.811 0.762 -5.997
O13 5.360 1.387 -4.870
C31 6.322 2.356 -4.455
C32 7.624 1.913 -5.070
C33 7.177 1.264 -6.355
H50 6.005 3.340 -4.816
H51 6.374 2.379 -3.362
H52 8.331 2.734 -5.217
H53 8.102 1.165 -4.427
H54 7.090 1.990 -7.169
H55 7.838 0.441 -6.640
O14 1.857 6.943 7.672
C34 0.896 6.693 8.380
O15 0.040 7.634 8.876
C35 -0.897 7.002 9.748
C36 -0.909 5.553 9.335
C37 0.508 5.331 8.870
H56 -0.559 7.137 10.781
H57 -1.880 7.467 9.632
H58 -1.216 4.879 10.139
H59 -1.598 5.412 8.494
H60 1.168 5.046 9.694
H61 0.555 4.594 8.064
O16 10.094 -0.599 -7.585
C38 9.474 -0.557 -8.635
O17 8.169 -0.172 -8.744
C39 7.740 -0.348 -10.093
C40 9.002 -0.345 -10.915
C41 10.009 -0.959 -9.976
H62 7.198 -1.296 -10.167
H63 7.067 0.468 -10.375
H64 8.901 -0.884 -11.861
H65 9.294 0.687 -11.144
H66 10.018 -2.050 -10.045
H67 11.010 -0.552 -10.140

Atomic forces in eV per Å
C 0.18 -0.30 0.09
C 3.34 -3.62 3.23
O -4.56 4.88 -3.94
N 0.83 2.52 0.11
C -0.73 -0.86 1.66
C -0.47 -0.54 -0.73
C 0.48 0.70 -0.29
C -0.13 -0.27 -0.60
C -2.76 -1.53 -0.65
N 1.30 -0.36 1.81
C 1.24 -0.38 -1.29
N -2.71 1.10 2.95
C -0.60 -1.80 -1.18
C 0.15 -0.82 -0.69
C -0.44 -0.17 -0.42
C 0.05 -2.11 -1.12
F -3.83 2.41 1.12
F 3.36 3.29 0.82
C -0.45 -1.85 3.52
F -4.89 -0.66 -1.99
F 3.89 -3.15 -1.75
F 1.52 4.68 -2.40
N -1.83 2.00 -2.30
Cl 0.59 -0.46 -1.12
P 3.92 3.35 1.75
N -3.33 -0.35 -1.06
O 0.07 -1.91 3.25
O 0.83 -0.97 -2.71
H -2.01 -0.64 -1.82
H -1.33 -0.51 1.96
H 1.99 -1.40 -0.79
H -0.29 -1.23 -2.40
H 2.03 -1.68 0.78
H 0.74 1.98 -0.53
H -0.81 -2.08 0.32
H 2.29 -0.19 0.94
H 1.75 0.36 1.55
H -0.88 1.66 -1.31
H -0.16 -2.13 -0.56
H 0.88 0.10 2.54
H 0.42 1.04 -1.91
H 0.54 2.01 1.50
H 0.61 -1.09 0.76
H -0.57 0.63 2.55
H 2.14 -0.48 0.08
H -2.30 0.39 -0.86
H 0.25 1.79 1.99
H 2.11 0.33 1.63
H 0.57 -1.85 -1.11
H -0.90 0.95 0.42
H -0.21 -1.28 0.39
H -0.61 -1.70 -1.16
H -0.57 0.80 -1.37
O -2.13 0.94 0.43
C 1.19 0.69 -0.64
O 1.28 -0.03 -0.14
C -0.98 -0.02 0.15
C -0.39 -0.33 0.80
C -0.09 -0.31 0.36
H 0.08 -0.06 -0.04
H 0.23 0.14 -0.13
H 0.02 -0.09 -0.18
H -0.11 0.17 -0.05
H 0.19 -0.08 -0.03
H 0.13 0.36 -0.16
O -1.51 0.37 -1.56
C 1.23 -0.39 2.11
O 0.70 -0.14 0.42
C -0.78 0.07 -0.52
C 0.20 0.18 -0.87
C 0.21 0.22 -0.48
H 0.04 0.08 0.01
H 0.04 -0.16 0.22
H -0.14 0.10 0.12
H -0.10 -0.14 0.00
H 0.13 0.07 0.12
H -0.05 -0.34 0.29
O 1.80 -0.71 -0.09
C -1.67 1.20 -0.33
O -0.97 0.43 0.24
C 0.81 -0.34 -0.28
C 0.34 -0.72 0.50
C 0.16 -0.26 0.45
H -0.02 0.12 0.23
H -0.19 0.13 -0.18
H 0.08 0.20 -0.03
H -0.01 -0.07 -0.16
H -0.12 0.10 0.09
H -0.22 0.05 -0.38
O -1.28 0.42 -1.37
C 0.82 -0.35 1.83
O 0.83 -0.04 0.53
C -0.69 0.05 -0.46
C 0.16 0.15 -0.91
C 0.20 0.21 -0.46
H 0.04 0.08 0.04
H 0.04 -0.16 0.29
H -0.07 0.11 0.13
H -0.08 -0.16 0.00
H 0.13 0.07 0.11
H -0.04 -0.33 0.27
O 0.24 0.99 1.40
C -0.78 -0.90 -1.21
O -0.30 -0.71 -0.64
C 0.22 0.65 0.53
C 0.81 0.22 0.24
C 0.46 -0.19 0.35
H -0.01 -0.08 0.01
H -0.24 -0.07 -0.14
H -0.14 -0.10 0.10
H -0.05 0.16 -0.09
H 0.00 -0.20 -0.07
H -0.37 0.30 -0.17
O -1.69 0.10 1.04
C 1.84 0.49 -0.99
O 0.64 -0.16 -0.57
C -0.55 0.17 0.49
C -0.62 -0.67 0.07
C -0.34 -0.36 -0.13
H -0.01 0.03 -0.07
H 0.29 0.13 -0.02
H -0.04 0.15 -0.11
H 0.08 -0.04 0.21
H 0.09 0.00 -0.15
H 0.31 0.14 0.21
O -1.50 0.37 -1.31
C 1.13 -0.40 1.71
O 0.76 -0.13 0.30
C -0.69 0.03 -0.50
C 0.15 0.16 -0.90
C 0.20 0.24 -0.43
H 0.03 0.08 0.04
H 0.03 -0.15 0.29
H -0.07 0.11 0.14
H -0.08 -0.17 0.00
H 0.14 0.08 0.11
H -0.06 -0.35 0.27

Here are the Löwdin charges for atoms 1 to 99, given in e: number 1, C, carries -0.0308; number 2, C, carries -0.2872; number 3, O, carries -0.0752; number 4, N, carries -0.1643; number 5, C, carries -0.0924; number 6, C, carries -0.1706; number 7, C, carries -0.1517; number 8, C, carries -0.1609; number 9, C, carries -0.2273; number 10, N, carries -0.1497; number 11, C, carries -0.2348; number 12, N, carries 0.0528; number 13, C, carries -0.1895; number 14, C, carries -0.1634; number 15, C, carries -0.0832; number 16, C, carries -0.1642; number 17, F, carries -0.0044; number 18, F, carries 0.0000; number 19, C, carries -0.1288; number 20, F, carries 0.0020; number 21, F, carries 0.0134; number 22, F, carries 0.0278; number 23, N, carries -0.2533; number 24, Cl, carries 0.7935; number 25, P, carries 0.7135; number 26, N, carries -0.1815; number 27, O, carries -0.2131; number 28, O, carries -0.2378; number 29, H, carries 0.1062; number 30, H, carries 0.0760; number 31, H, carries 0.1000; number 32, H, carries 0.1134; number 33, H, carries 0.0856; number 34, H, carries 0.1053; number 35, H, carries 0.1252; number 36, H, carries 0.1344; number 37, H, carries 0.1174; number 38, H, carries 0.1172; number 39, H, carries 0.0903; number 40, H, carries 0.1325; number 41, H, carries 0.1064; number 42, H, carries 0.1207; number 43, H, carries 0.1353; number 44, H, carries 0.1542; number 45, H, carries 0.1244; number 46, H, carries 0.1247; number 47, H, carries 0.1442; number 48, H, carries 0.1607; number 49, H, carries 0.0923; number 50, H, carries 0.1577; number 51, H, carries -0.0246; number 52, H, carries 0.1109; number 53, H, carries 0.0670; number 54, O, carries 0.0205; number 55, C, carries -0.4514; number 56, O, carries 0.0331; number 57, C, carries -0.1578; number 58, C, carries -0.1543; number 59, C, carries -0.0743; number 60, H, carries 0.1334; number 61, H, carries 0.1144; number 62, H, carries 0.1271; number 63, H, carries 0.1252; number 64, H, carries 0.1405; number 65, H, carries 0.1328; number 66, O, carries 0.1097; number 67, C, carries -0.4527; number 68, O, carries -0.0051; number 69, C, carries -0.1634; number 70, C, carries -0.1742; number 71, C, carries -0.0847; number 72, H, carries 0.1347; number 73, H, carries 0.1261; number 74, H, carries 0.1092; number 75, H, carries 0.1247; number 76, H, carries 0.1378; number 77, H, carries 0.1331; number 78, O, carries 0.0937; number 79, C, carries -0.4591; number 80, O, carries 0.0097; number 81, C, carries -0.1618; number 82, C, carries -0.1566; number 83, C, carries -0.0828; number 84, H, carries 0.1082; number 85, H, carries 0.1359; number 86, H, carries 0.1221; number 87, H, carries 0.1258; number 88, H, carries 0.1359; number 89, H, carries 0.1329; number 90, O, carries 0.0928; number 91, C, carries -0.4671; number 92, O, carries 0.0312; number 93, C, carries -0.1678; number 94, C, carries -0.1686; number 95, C, carries -0.0870; number 96, H, carries 0.1316; number 97, H, carries 0.1308; number 98, H, carries 0.1217; number 99, H, carries 0.1229